Computed, not measured: a structure of composition C28H79O12 at a distorted geometry, with wB97M-V/def2-TZVPD.

Summary:
Gap between HOMO and LUMO: 6.2995 eV
Electronic energy: -2015.962967 Ha
HOMO: -4.49 eV

ORCA input file:
```
! wB97M-V def2-TZVPD RIJCOSX def2/J DEFGRID3
* xyz -1 1
C -15.5465 -13.5747 8.2520
C -15.7704 -13.6698 6.7628
C -16.3522 -15.0483 6.4060
O -16.5963 -12.6129 6.2754
H -14.8023 -14.2813 8.6193
H -16.4576 -13.7654 8.8191
H -15.2001 -12.6008 8.5979
H -14.7602 -13.5969 6.3601
H -15.6500 -15.8270 6.7036
H -16.4629 -15.1776 5.3293
H -17.3286 -15.2034 6.8649
C -12.3556 -14.4988 6.2089
C -12.3988 -16.0282 6.2382
C -13.7074 -16.4948 5.6371
O -11.3198 -16.5049 5.5003
H -11.4342 -14.1402 6.6679
H -13.1272 -14.0536 6.8370
H -12.4036 -14.1323 5.1835
H -12.3764 -16.2788 7.2988
H -14.5299 -16.2414 6.3059
H -13.8048 -17.5476 5.3719
H -13.9748 -16.0019 4.7024
H -11.2303 -17.4291 5.7442
C -13.3084 -15.2646 12.0736
C -12.8557 -14.3726 10.9157
C -14.0274 -13.5057 10.4410
O -11.8660 -13.4488 11.3710
H -14.0466 -16.0183 11.7997
H -13.7041 -14.6898 12.9109
H -12.4470 -15.7806 12.4976
H -12.4925 -14.8737 10.0184
H -14.8724 -14.1535 10.2080
H -13.8759 -12.9113 9.5400
H -14.3779 -12.8901 11.2694
H -11.1493 -13.9933 11.7050
C -15.8068 -10.7468 9.4580
C -17.0077 -11.3938 8.6895
C -18.3463 -10.8081 9.2049
O -16.9072 -11.0422 7.3348
H -14.9364 -11.3111 9.1232
H -15.9786 -10.8296 10.5312
H -15.7028 -9.7167 9.1171
H -17.0404 -12.4809 8.7620
H -19.1681 -11.0878 8.5456
H -18.3383 -9.7187 9.2412
H -18.5940 -11.1988 10.1918
H -16.5378 -11.8174 6.9055
C -17.3548 -17.9127 11.1396
C -17.2655 -16.4361 10.7338
C -17.6391 -16.2684 9.2746
O -18.0830 -15.6849 11.5866
H -17.0268 -17.9503 12.1784
H -16.6594 -18.4627 10.5057
H -18.3548 -18.3332 11.0332
H -16.2525 -16.0687 10.8978
H -17.5442 -15.2993 8.7848
H -18.6924 -16.5096 9.1318
H -17.1462 -16.9858 8.6186
H -17.8459 -14.7547 11.5788
C -15.0884 -11.8475 2.4151
C -15.2600 -12.7580 3.6462
C -14.0072 -13.5201 4.1180
O -15.6856 -11.9320 4.7000
H -16.0540 -11.4160 2.1517
H -14.7192 -12.4316 1.5721
H -14.3854 -11.0368 2.6067
H -16.0672 -13.4623 3.4449
H -13.1336 -12.8804 4.2440
H -13.5619 -14.2744 3.4693
H -14.1546 -14.0388 5.0652
H -15.9729 -12.4237 5.4728
C -14.9000 -18.3188 9.5510
C -14.3653 -17.3508 8.4564
C -13.5920 -16.1215 9.0062
O -13.5861 -18.1020 7.5494
H -15.6007 -17.7944 10.2008
H -14.1218 -18.6827 10.2218
H -15.4916 -19.1214 9.1108
H -15.1056 -16.9110 7.7882
H -13.1842 -15.4802 8.2249
H -12.7497 -16.4889 9.5924
H -14.2840 -15.4984 9.5726
H -12.7340 -18.3176 7.9355
C -18.9548 -14.8351 4.9156
C -17.8636 -14.2022 4.1042
C -18.1744 -14.0651 2.5950
O -17.4994 -12.9974 4.7081
H -18.5566 -15.0560 5.9059
H -19.3538 -15.7541 4.4863
H -19.7458 -14.1005 5.0666
H -16.9417 -14.7715 4.2226
H -18.0584 -15.0896 2.2413
H -17.5178 -13.3933 2.0422
H -19.2142 -13.7656 2.4638
H -16.9457 -13.1951 5.4670
C -13.4668 -11.9483 6.8858
O -12.3752 -11.0936 7.0102
H -13.6651 -12.4528 7.8314
H -14.3844 -11.4084 6.6524
H -13.2344 -12.6635 6.0967
H -12.1578 -10.8007 6.1222
C -18.9557 -14.2292 7.9709
O -18.3621 -13.0885 7.3689
H -18.8112 -15.1683 7.4367
H -18.7104 -14.3388 9.0272
H -20.0178 -13.9847 7.9602
H -17.4389 -13.2527 7.1629
C -16.9839 -13.2162 10.6141
O -17.4012 -13.7601 11.8440
H -16.7176 -12.1788 10.8162
H -16.1524 -13.8076 10.2308
H -17.7802 -13.3665 9.8851
H -16.8899 -13.3692 12.5563
C -16.3229 -17.8951 6.4221
O -15.0806 -18.6364 6.4133
H -16.8242 -17.8540 7.3891
H -16.1432 -16.8774 6.0756
H -17.0219 -18.2808 5.6799
H -14.4235 -18.2645 7.0061
*
```



Computed, not measured: a cluster of 14 separate species, C28H80ClN2O15 in total at a distorted geometry, with wB97M-V/def2-TZVPD.

Summary:
Gap between HOMO and LUMO (alpha / beta): 8.3864 / 9.1935 eV
Electronic energy: -2812.790405 Ha
HOMO (alpha / beta): -8.23 / -9.04 eV

ORCA input file:
```
! wB97M-V def2-TZVPD RIJCOSX def2/J DEFGRID3
* xyz 0 2
C 3.8365 -0.8190 1.3317
C 3.4239 -0.7852 -0.0920
O 3.0917 -1.7971 -0.5980
N 3.4913 0.4263 -0.8152
C 4.1248 0.2545 -2.1232
C 2.2284 1.2020 -0.8082
C 0.9818 0.4276 -1.2624
C 0.8237 0.2008 -2.7438
C -0.6553 0.0418 -3.1573
Cl 1.6134 -1.3118 -3.2878
C 1.9681 1.5715 0.6805
C 1.4147 2.9440 0.9530
C -0.0634 3.0568 0.6946
C 1.5598 3.1574 2.4779
N 2.1725 4.0637 0.2983
O 1.4063 5.0285 -0.0096
C 3.0610 3.6007 -0.8095
C 3.2426 4.7550 -1.7771
C 4.4445 3.2386 -0.3520
C 2.3332 2.5129 -1.5737
H 4.6533 -0.1644 1.5551
H 2.9888 -0.5385 1.9262
H 4.0372 -1.8337 1.5754
H 3.5086 0.5228 -2.9538
H 4.9903 0.8920 -2.1626
H 4.4873 -0.7334 -2.2739
H 0.1422 1.0160 -0.9672
H 0.8678 -0.5197 -0.7650
H 1.2066 1.0013 -3.3408
H -0.8379 -1.0077 -3.2434
H -0.7823 0.5489 -4.0859
H -1.3352 0.4911 -2.4605
H 2.9051 1.5064 1.1787
H 1.2675 0.8656 1.0858
H -0.3088 3.1267 -0.3509
H -0.4828 3.8665 1.2365
H -0.5269 2.1604 1.0743
H 1.9167 4.1560 2.6408
H 0.6197 3.1040 2.9629
H 2.2630 2.4780 2.9135
H 2.3865 4.8845 -2.3996
H 4.0619 4.4784 -2.4169
H 3.4792 5.6608 -1.2664
H 4.8966 4.0980 0.0979
H 4.4871 2.4213 0.3359
H 5.0440 3.0073 -1.2032
H 2.7708 2.4224 -2.5499
H 1.3352 2.8666 -1.7291
C -3.6770 6.2711 2.5399
O -2.5067 5.9146 3.2692
H -4.2475 5.3709 2.3721
H -4.2866 6.9748 3.1099
H -3.4111 6.7094 1.5754
H -1.9930 6.7138 3.4191
C -0.6083 -4.4038 -2.0768
O 0.6125 -4.8133 -1.4565
H -1.2656 -5.2626 -2.1310
H -1.0905 -3.6206 -1.4851
H -0.4235 -4.0360 -3.0885
H 1.1947 -4.0476 -1.4084
C -1.6421 0.3436 3.3219
O -2.1396 1.4678 2.5787
H -1.9112 -0.5631 2.7921
H -0.5520 0.4019 3.4056
H -2.0857 0.3214 4.3202
H -1.8879 2.2616 3.0609
C 4.5466 -4.8307 -1.8493
O 4.6802 -4.0984 -0.6396
H 5.0023 -5.8068 -1.7027
H 3.4930 -4.9712 -2.1104
H 5.0578 -4.3233 -2.6736
H 4.2740 -3.2311 -0.7730
C -3.6224 4.5881 -1.7278
O -3.3555 3.2258 -2.1215
H -3.3161 5.2454 -2.5360
H -4.6856 4.7239 -1.5418
H -3.0559 4.8418 -0.8290
H -3.6289 2.6511 -1.4009
C -0.0593 -8.3525 -1.2954
O -1.0082 -7.3083 -1.1289
H -0.5915 -9.2654 -1.5499
H 0.6407 -8.1121 -2.0998
H 0.5029 -8.5189 -0.3712
H -0.5116 -6.5141 -0.8986
C -1.2297 3.2599 -4.9369
O -1.7874 4.4538 -4.3788
H -0.7096 3.5219 -5.8550
H -0.5230 2.7916 -4.2436
H -2.0320 2.5531 -5.1684
H -2.2739 4.2117 -3.5753
C -3.3375 -3.3012 3.1401
O -2.0969 -2.6206 2.9066
H -4.1455 -2.6660 2.7960
H -3.3606 -4.2439 2.5871
H -3.4591 -3.4955 4.2047
H -1.3927 -3.1965 3.2195
C -1.6083 -6.3240 4.9328
O -2.0701 -5.1480 5.6006
H -1.1731 -6.0203 3.9846
H -0.8454 -6.8340 5.5242
H -2.4352 -7.0109 4.7391
H -2.4543 -5.4232 6.4375
C 5.9733 3.8854 -5.1318
O 4.9824 4.7251 -4.5431
H 6.3719 3.2438 -4.3505
H 5.5386 3.2622 -5.9175
H 6.7872 4.4802 -5.5533
H 4.6318 5.2902 -5.2376
C 1.5349 -9.2784 2.7792
O 0.4889 -8.4720 3.3180
H 1.9542 -9.8686 3.5886
H 1.1411 -9.9510 2.0128
H 2.3196 -8.6491 2.3516
H 0.1215 -7.9521 2.5972
C -7.0596 3.9985 0.7314
O -5.8402 4.7371 0.6799
H -7.8239 4.5843 0.2296
H -6.9538 3.0375 0.2213
H -7.3646 3.8252 1.7666
H -5.1739 4.2032 1.1282
C -7.2954 -1.3859 3.0700
O -6.0323 -1.8206 3.5697
H -7.9365 -2.2581 2.9850
H -7.7581 -0.6685 3.7526
H -7.1859 -0.9263 2.0842
H -5.4694 -1.0436 3.6437
*
```



no.,molar mass (g/mol)
1,607.93
2,720.40